Entry from OMol25: a cluster of 2 separate species, C4H14NO in total (the ωB97M-V functional and the def2-TZVPD basis).

Cartesian coordinates (Å):
C -0.602 -0.738 -0.990
C 0.661 -0.418 -0.167
C 1.807 -1.289 -0.656
C 0.485 -0.533 1.351
N -1.667 0.409 -0.878
H -1.034 -1.644 -0.553
H -0.484 -0.889 -2.058
H 0.749 0.688 -0.360
H 1.617 -2.338 -0.423
H 2.635 -0.890 -0.056
H 2.041 -1.191 -1.708
H -0.589 -0.690 1.598
H 0.887 -1.474 1.739
H 0.828 0.380 1.843
H -1.456 1.020 -0.081
H -2.625 0.071 -0.788
H -1.682 1.012 -1.703
H -1.152 3.297 1.177
H 0.166 2.686 1.647
O -0.585 2.532 1.067

Atomic forces in eV per Å
C -0.7678 -0.2530 0.8820
C -1.0909 1.4457 -1.1201
C 0.2972 0.9875 0.6599
C -1.6181 -0.6653 -0.1309
N 0.3026 -0.3884 -0.0579
H -0.4015 0.1986 -0.2780
H 0.4064 0.0558 0.0392
H 0.9495 -0.9403 -0.1033
H 0.1100 0.0606 0.1004
H 0.3268 -0.7169 -0.3601
H -0.0048 0.1110 -0.1999
H 0.3532 0.5811 -0.0199
H 0.6143 0.4367 0.0371
H 0.1570 -0.5803 0.2238
H 0.1590 0.0922 0.2964
H 0.0833 -0.2240 0.1668
H 0.3365 -0.1409 0.0293
H -0.0819 0.2541 0.0857
H 0.0856 0.0055 0.0736
O -0.2163 -0.3197 -0.3243

## Properties
orbital gap = 11.92 eV
charge = +1
LUMO level = -3.4 eV
HOMO level = -15.2727 eV
2S+1 = 1


Entry from OMol25: a cluster of 7 separate species, C23H47Cl3N4O8P2 in total (the ωB97M-V functional and the def2-TZVPD basis).

Cartesian coordinates (Å):
C -2.521 2.300 -1.510
O -1.486 1.927 -2.371
P -1.672 1.821 -3.992
O -1.630 3.156 -4.647
O -0.522 0.742 -4.470
C -0.520 -0.605 -3.940
O -3.055 0.934 -4.138
C -4.315 1.517 -4.135
H -2.133 2.464 -0.504
H -3.318 1.558 -1.537
H -2.959 3.207 -1.928
H -1.346 -0.941 -3.313
H 0.390 -0.761 -3.360
H -0.433 -1.343 -4.738
H -4.797 1.484 -5.112
H -4.249 2.571 -3.865
H -4.928 0.920 -3.459
C 4.310 1.055 0.971
O 4.592 0.375 -0.228
P 3.373 -0.505 -0.900
O 2.241 0.365 -1.354
O 4.158 -1.326 -2.052
C 3.345 -1.965 -3.010
O 3.013 -1.616 0.249
C 3.966 -2.583 0.599
H 4.996 0.692 1.737
H 3.280 0.960 1.312
H 4.511 2.120 0.854
H 3.969 -2.331 -3.825
H 2.631 -1.272 -3.457
H 2.757 -2.803 -2.636
H 4.273 -2.478 1.640
H 4.941 -2.550 0.113
H 3.538 -3.582 0.524
Cl -0.825 -2.440 1.683
C -0.287 -1.509 0.306
Cl -1.706 -0.562 -0.360
Cl 0.352 -2.670 -0.884
H 0.466 -0.774 0.590
C 1.417 0.380 4.660
C 0.781 -0.954 4.380
C 1.692 -2.120 3.921
C 3.090 -2.060 4.463
N 4.165 -1.985 4.860
H 2.228 0.284 5.382
H 0.711 1.142 4.991
H 1.883 0.802 3.769
H -0.023 -0.780 3.665
H 0.241 -1.289 5.266
H 1.718 -2.157 2.832
H 1.208 -3.043 4.239
C -2.427 -4.702 -1.592
C -1.243 -5.197 -2.487
C -0.952 -4.461 -3.771
C -2.131 -4.288 -4.572
N -3.077 -4.149 -5.249
H -2.645 -5.383 -0.769
H -3.344 -4.583 -2.168
H -2.118 -3.748 -1.165
H -1.468 -6.246 -2.683
H -0.284 -5.226 -1.969
H -0.166 -4.979 -4.320
H -0.549 -3.465 -3.593
C -0.173 5.312 0.354
C 0.391 4.597 -0.924
C 1.377 3.454 -0.605
C 0.873 2.540 0.418
N 0.481 1.799 1.232
H 0.629 5.634 1.019
H -0.892 4.600 0.758
H -0.789 6.173 0.096
H 0.804 5.349 -1.596
H -0.443 4.258 -1.538
H 2.288 3.922 -0.233
H 1.599 2.881 -1.506
C -2.460 1.321 2.832
C -1.873 2.408 3.722
C -2.507 2.479 5.119
C -2.186 1.232 5.879
N -1.957 0.289 6.490
H -3.494 1.465 2.518
H -2.395 0.373 3.366
H -1.904 1.212 1.901
H -1.883 3.390 3.249
H -0.819 2.137 3.782
H -3.585 2.526 4.962
H -2.186 3.301 5.759

Atomic forces in eV per Å
C -1.0249 0.5762 -0.6076
O 1.4389 -0.9687 -1.7053
P -0.0514 -0.5461 0.2836
O -0.1103 -1.9440 0.5898
O -2.0487 1.0392 1.0739
C 0.8323 -0.7156 0.1312
O 2.9650 0.1985 -0.2201
C -1.1238 0.6091 -0.1117
H 0.0231 -0.1309 -0.1494
H 0.0249 -0.2202 0.3944
H -0.1408 0.4021 0.4831
H -0.3239 0.7568 -0.0923
H 0.0161 0.4897 0.2517
H -0.2783 0.4337 -0.5338
H 0.2552 -0.1440 -0.1926
H -0.3036 -0.0182 0.2607
H -0.1266 0.3524 0.1865
C 0.1176 0.6483 1.0212
O -1.1349 -1.8867 -1.8787
P 0.5533 1.4165 0.4910
O 1.2244 -1.8920 0.8591
O -0.2959 0.8971 1.5481
C -0.7160 -0.2706 -1.3734
O -0.2811 1.8143 -1.5718
C 1.2166 -1.1477 1.2896
H -0.1448 -0.1196 0.0892
H -0.0573 -0.1955 -0.0574
H -0.0009 0.0068 -0.2561
H 0.2297 0.0523 0.2682
H 0.0436 0.2172 0.0956
H 0.2254 -0.0686 0.4563
H -0.4614 0.2983 0.3137
H -0.3603 0.2302 -0.7891
H -0.0937 0.0771 -0.3446
Cl -0.1749 -0.0133 0.2787
C -0.8393 0.3202 -0.5247
Cl 1.0313 -0.7864 0.2633
Cl -0.0618 0.5540 -0.0423
H -0.0352 -0.1851 -0.1538
C 0.9770 0.3496 -0.1967
C -0.7257 -0.0409 0.4491
C 0.2475 0.4904 0.2171
C -1.1081 -0.0216 -0.4600
N -0.0272 -0.0278 -0.0421
H -0.1068 0.1066 0.2459
H -0.0951 -0.3051 0.2262
H 0.0145 -0.0560 -0.2687
H 0.1706 -0.3197 -0.3046
H 0.1259 0.0511 0.2240
H 0.3893 0.0418 -0.0156
H 0.2964 -0.1280 0.0166
C 1.1685 0.4044 -0.5166
C -0.6657 -0.9750 1.1826
C 0.3351 0.3781 0.1996
C -2.7755 0.3277 -2.5741
N 2.1630 -0.3120 1.7015
H 0.2367 -0.1052 -0.1062
H 0.0891 0.0738 -0.0963
H -0.4409 0.1135 0.0748
H 0.1236 -0.0828 -0.4555
H -0.1700 0.0814 0.5084
H -0.1802 -0.1394 -0.2200
H -0.0166 0.1499 0.2761
C -0.1560 -0.7582 -1.4086
C -0.8520 0.9314 0.3074
C -0.3648 0.8192 -0.3019
C -0.7114 -1.5348 1.4093
N 0.7822 1.4188 -1.5429
H -0.2211 -0.2544 0.2441
H 0.3333 0.0374 0.8433
H 0.2586 0.1463 -0.2131
H 0.7662 -0.1409 0.1736
H -0.1281 -0.4749 0.2686
H 0.1995 -0.2581 0.0556
H 0.1016 -0.1178 0.1177
C -0.2550 -0.1094 -0.1551
C 0.6699 0.0125 -0.3181
C 0.2077 -1.1607 -0.0518
C -0.5498 0.7639 -0.2931
N 0.1404 -0.1511 -0.0276
H -0.2110 0.1868 0.3205
H -0.0926 -0.1856 -0.0822
H 0.2321 0.0936 0.2023
H -0.2496 0.0533 -0.0056
H 0.1386 0.2652 0.3014
H -0.1062 0.0531 0.3965
H 0.0350 0.1728 -0.3298

## Properties
orbital gap = 10.83 eV
LUMO level = 0.2 eV
HOMO level = -10.6608 eV
2S+1 = 1


Entry from OMol25: a structure of composition C3H5NO3 (the ωB97M-V functional and the def2-TZVPD basis).

Cartesian coordinates (Å):
C 0.331 -0.186 0.159
C -0.999 -1.048 0.370
C -1.477 0.879 -0.029
H 2.508 1.256 0.473
H -0.714 -2.133 -0.091
H -1.211 -0.943 1.463
H -1.998 0.566 1.034
H -1.932 1.822 -0.380
N 1.482 -0.670 -0.119
O 2.700 0.156 -0.161
O -1.817 -0.380 -0.577
O -0.154 1.006 0.155

Atomic forces in eV per Å
C 0.7595 -4.4294 -0.1404
C 4.4130 -4.1358 -3.0559
C -5.8957 0.3951 3.6554
H 0.6257 -4.9057 -2.9392
H -1.1622 2.4049 1.7297
H -0.5866 -0.5029 -0.9550
H 0.9673 2.5974 -1.4865
H 0.3085 -0.9342 -0.6248
N 0.6612 0.8532 1.2543
O -2.9752 4.1812 2.6382
O 0.7210 0.7056 0.3967
O 2.1635 3.7705 -0.4725

## Properties
orbital gap = 9.68 eV
LUMO level = 0.3 eV
HOMO level = -9.3761 eV
2S+1 = 1


Entry from OMol25: a cluster of 2 separate species, C6H14O2 in total (the ωB97M-V functional and the def2-TZVPD basis).

Cartesian coordinates (Å):
C -2.993 -0.424 3.519
C -3.003 0.597 4.633
C -4.214 0.586 5.536
O -2.086 1.386 4.793
H -2.073 -0.329 2.917
H -3.863 -0.278 2.857
H -3.036 -1.444 3.936
H -5.129 0.783 4.952
H -4.316 -0.396 6.028
H -4.121 1.362 6.315
C 3.328 4.373 1.406
C 4.173 3.707 0.320
C 4.302 2.202 0.508
O 3.058 1.510 0.382
H 2.293 3.995 1.377
H 3.308 5.466 1.260
H 3.753 4.159 2.401
H 3.732 3.901 -0.677
H 5.193 4.137 0.326
H 4.952 1.772 -0.277
H 4.768 1.984 1.488
H 2.495 1.765 1.143

Atomic forces in eV per Å
C 0.3216 -0.1460 -0.4090
C 0.6389 0.5447 0.1072
C -0.1835 0.2690 0.4379
O -0.7810 -0.6721 -0.1387
H -0.4022 0.0141 0.3264
H 0.2278 -0.1269 0.3050
H -0.1137 0.3558 -0.1429
H 0.3028 -0.1942 0.1748
H -0.0329 0.2934 -0.2722
H 0.0288 -0.3367 -0.3934
C 0.0140 0.0262 0.0018
C 0.1291 0.1520 -0.2768
C 0.2641 -0.3049 -0.1983
O -0.3162 0.3739 0.7580
H 0.3168 0.2499 0.0691
H -0.0993 -0.4420 0.1424
H -0.1955 0.1336 -0.2695
H 0.2251 -0.0573 0.4019
H -0.3945 -0.1489 -0.0537
H -0.2919 0.2204 0.4027
H -0.1284 0.0466 -0.2813
H 0.4701 -0.2506 -0.6913

## Properties
orbital gap = 10.52 eV
LUMO level = 0.8 eV
HOMO level = -9.7403 eV
2S+1 = 1


Entry from OMol25: a structure of composition C7H24ClDyINP2 (the ωB97M-V functional and the def2-TZVPD basis).

Cartesian coordinates (Å):
C 1.110 -0.108 1.051
I -0.841 1.192 2.399
H 0.955 -0.925 0.275
H 1.425 -0.443 2.067
H 1.766 0.552 0.482
Dy -1.321 -1.349 -1.880
P -0.662 -1.838 1.578
C -0.324 -1.134 3.265
C -2.406 -2.361 1.854
H -2.349 -3.059 2.727
H -0.422 -3.816 2.875
H -2.760 -2.873 0.921
H 0.336 -4.041 1.240
H -1.033 -0.109 3.439
H -2.999 -1.424 2.112
C 0.229 -3.350 2.104
H -0.838 -1.726 4.035
H 1.226 -3.117 2.571
H 0.702 -0.796 3.449
P 0.163 1.183 -2.320
C 0.608 2.960 -1.953
C 1.387 0.940 -3.676
H -1.876 0.464 -3.592
H -1.097 2.034 -4.208
H -2.076 2.098 -2.681
C -1.385 1.456 -3.299
H 1.391 -0.127 -4.002
H 1.099 1.570 -4.546
H 0.575 3.551 -2.892
H 1.619 3.025 -1.510
H 2.412 1.229 -3.338
H -0.132 3.384 -1.239
Cl -1.348 -3.558 -2.916
N 1.646 2.531 1.243
H 0.792 3.048 1.639
H 2.439 3.105 0.803
H 1.986 1.834 1.926

Atomic forces in eV per Å
C 2.0471 -1.9621 -1.2328
I 0.2439 3.8913 -3.0705
H -0.0103 1.2755 1.6401
H 0.1106 0.4319 -1.6044
H -0.8546 0.9674 0.9119
Dy -0.1772 -0.2167 0.2333
P -1.4925 -1.7287 1.1897
C -1.0950 -0.1241 0.3305
C 0.0242 0.3482 0.5023
H -0.7350 0.4577 -0.7891
H 0.6203 0.0357 -0.4540
H -0.0178 0.4121 1.0305
H 0.1341 0.2492 0.7176
H 0.4501 -2.9215 1.3546
H 0.3623 -1.3609 -0.4665
C 0.4615 -0.7624 -0.2830
H 0.5271 0.0120 0.0913
H -0.8774 -0.3193 -0.6670
H -0.5555 -0.6740 0.6737
P 0.8373 1.4500 -0.5485
C -0.5349 0.0257 0.4172
C 0.2429 -0.5976 -0.3527
H 0.2998 1.4721 -0.0413
H -0.5184 -0.6280 0.4603
H 0.4301 -0.8659 -0.6942
C -0.3930 0.0857 0.1231
H 0.1924 0.7505 0.0928
H 0.2594 -0.3570 0.5448
H 0.0283 -0.4314 0.4876
H -0.6029 -0.1227 -0.2609
H -0.8390 -0.3463 -0.2249
H 0.5636 -0.1769 -0.4132
Cl 0.0862 0.0512 0.0987
N -0.0577 1.3282 -0.0347
H 2.6941 -0.3095 -0.8794
H -1.8879 -0.7811 1.5229
H 0.0339 1.4419 -0.4059

## Properties
orbital gap (alpha / beta) = 5.56 / 6.18 eV
charge = +2
LUMO level (alpha / beta) = -9.3 / -9.4 eV
HOMO level (alpha / beta) = -14.8713 / -15.5971 eV
2S+1 = 6


Entry from OMol25: a structure of composition ClF2OS (the ωB97M-V functional and the def2-TZVPD basis).

Cartesian coordinates (Å):
O 1.476 1.508 -0.459
F -1.603 -1.980 0.264
F -0.337 1.008 0.899
S 0.237 0.834 -0.398
Cl 0.227 -1.370 -0.307

Atomic forces in eV per Å
O -0.0269 -0.2867 -0.4073
F -0.4572 -0.1371 0.1556
F -2.3248 0.7731 4.3058
S 2.1651 -1.0121 -3.6216
Cl 0.6438 0.6627 -0.4325

## Properties
orbital gap (alpha / beta) = 9.87 / 6.77 eV
charge = +1
LUMO level (alpha / beta) = -8.0 / -11.7 eV
HOMO level (alpha / beta) = -17.8294 / -18.4271 eV
2S+1 = 3


Entry from OMol25: the molecule C10H20O2S (the ωB97M-V functional and the def2-TZVPD basis).

Cartesian coordinates (Å):
C -3.770 -0.994 0.633
C -3.170 0.300 1.073
C -2.719 1.287 -0.001
C -1.720 0.696 -1.088
O -0.507 0.284 -0.372
C 0.730 0.084 -0.903
C 1.104 0.707 -2.229
C 1.383 -0.972 -0.342
C 2.895 -0.879 -0.473
C 3.343 -1.936 0.516
O 3.353 0.401 0.124
S 2.384 1.670 0.309
C 1.477 1.194 1.905
H -2.989 -1.769 0.173
H -4.193 -1.539 1.554
H -4.423 -0.716 -0.179
H -3.821 0.783 1.660
H -2.363 -0.010 1.629
H -3.670 1.477 -0.649
H -2.395 2.090 0.552
H -1.976 -0.283 -1.657
H -1.404 1.344 -1.886
H 2.055 0.394 -2.469
H 0.876 1.816 -2.367
H 0.512 0.283 -2.937
H 1.057 -1.594 0.451
H 3.426 -1.013 -1.389
H 2.842 -2.799 0.257
H 3.194 -1.618 1.468
H 4.464 -2.074 0.358
H 0.621 0.426 1.587
H 1.130 2.165 2.222
H 2.275 0.792 2.470

Atomic forces in eV per Å
C 1.1059 -2.5033 -0.2558
C 1.8542 -1.5278 -2.8569
C -2.0965 -3.5619 -3.7650
C 1.2870 -1.7820 0.6597
O -0.7878 0.7720 0.4922
C -1.5986 -1.7015 -0.3078
C -1.3577 2.5061 2.2899
C 1.9203 2.2381 -2.6599
C -1.8397 -0.5703 2.5767
C 4.2673 0.7418 -3.1285
O 1.0136 -0.2589 -0.3931
S -0.7426 0.2167 1.5044
C -1.1757 -0.6718 -3.4573
H -1.4159 1.8077 0.9414
H 0.0452 0.8280 -1.7457
H -1.0660 -0.7549 -0.0697
H -2.4797 1.8844 2.3647
H 2.2098 -0.0180 1.7028
H 1.4681 0.3940 1.1775
H 1.1053 2.3570 0.3208
H -0.7096 1.5687 1.2029
H -0.2958 0.9508 -0.0970
H 2.3283 0.0058 -0.4806
H 0.8529 -1.2799 0.6804
H -2.0169 -1.6027 -2.2299
H -0.8200 -0.0929 0.5402
H -0.1310 0.2264 -0.9533
H -0.8831 -2.1554 -0.1808
H -0.6786 0.7618 2.8451
H -1.2821 -0.1507 0.5124
H 1.8806 1.8038 1.1136
H -0.3492 0.0269 0.6187
H 0.3879 -0.4579 1.0375

## Properties
orbital gap = 8.66 eV
LUMO level = 0.8 eV
HOMO level = -7.8742 eV
2S+1 = 1